(1)
A molecular structure, C17H14BrNO2OsS2. Source: the OMol25 dataset; level of theory: ωB97M-V/def2-TZVPD.

CARTESIAN COORDINATES (ANGSTROEM)
C: 2.239 -1.654 0.593
C: 1.967 -0.546 1.446
C: 0.610 -0.663 1.887
H: 2.664 0.248 1.694
C: 0.060 -1.851 1.321
C: 1.079 -2.464 0.532
H: 0.972 -3.428 0.057
H: 3.214 -1.876 0.169
H: 0.108 -0.002 2.568
H: -0.951 -2.233 1.455
Os: 0.678 -0.591 -0.174
Br: -0.627 -1.052 -2.259
C: 1.385 -2.673 -3.180
C: 1.472 -3.883 -2.427
C: 2.753 -3.941 -1.831
H: 0.723 -4.675 -2.428
C: 3.461 -2.746 -2.185
C: 2.608 -1.955 -2.992
H: 2.879 -1.037 -3.508
H: 0.619 -2.455 -3.918
H: 3.179 -4.797 -1.303
H: 4.515 -2.559 -1.974
O: -2.580 0.017 2.250
S: -2.693 0.654 0.967
O: -3.604 0.094 0.001
N: -1.104 0.728 0.243
C: -0.664 1.947 -0.002
S: 0.894 1.735 -0.745
C: -1.542 3.000 0.489
C: -1.328 4.378 0.644
C: -2.238 5.148 1.380
C: -3.381 4.564 1.937
C: -3.633 3.197 1.747
C: -2.693 2.430 1.066
H: -0.435 4.825 0.214
H: -2.035 6.209 1.550
H: -4.042 5.169 2.563
H: -4.531 2.739 2.153

Values from the calculation:
Expectation value of S²   6.0411
Gap between HOMO and LUMO (spin up / spin down)   5.3 / 5.3 eV
Total charge   0
Spin multiplicity   5

(2)
A molecular structure, C17H14BrNO3STa. Source: the OMol25 dataset; level of theory: ωB97M-V/def2-TZVPD.

CARTESIAN COORDINATES (ANGSTROEM)
C: -0.948 -0.929 -3.688
C: -1.000 -1.944 -2.668
C: -1.740 -1.407 -1.555
H: -0.566 -2.945 -2.734
C: -2.142 -0.064 -1.884
C: -1.642 0.243 -3.197
H: -1.787 1.192 -3.732
H: -0.498 -1.044 -4.684
H: -1.932 -1.912 -0.609
H: -2.721 0.616 -1.251
Ta: 0.168 -0.184 -1.747
Br: 1.044 -2.088 -0.299
C: 2.164 0.975 -1.465
C: 1.333 1.757 -2.340
C: 1.165 1.008 -3.568
H: 0.893 2.737 -2.119
C: 1.883 -0.235 -3.435
C: 2.515 -0.244 -2.145
H: 3.164 -1.035 -1.759
H: 2.455 1.245 -0.447
H: 0.608 1.349 -4.453
H: 1.965 -1.028 -4.193
O: 1.951 2.759 3.058
S: 1.851 1.329 2.935
O: 3.055 0.541 2.981
N: 1.202 1.058 1.410
C: 0.050 0.530 1.300
O: -0.533 0.279 0.160
C: -0.542 0.176 2.631
C: -1.772 -0.462 2.872
C: -2.139 -0.727 4.195
C: -1.291 -0.367 5.254
C: -0.055 0.271 4.993
C: 0.312 0.540 3.663
H: -2.405 -0.736 2.031
H: -3.085 -1.221 4.396
H: -1.586 -0.584 6.281
H: 0.608 0.548 5.811

Values from the calculation:
Gap between HOMO and LUMO   6.5 eV
Total charge   +1

Total energy readings, ordered: -117615.3179, -107912.1890 eV